# C5H8N2O

The molecule C5H8N2O at a distorted geometry (the ωB97M-V functional and the def2-TZVPD basis, the OMol25 dataset).

Last column: Löwdin charge in e.
Geometry (Å):
C (-1.500453, 1.683175, 0.329278)  -0.0201
C (-0.619360, 1.109265, -0.747762)  -0.5411
N (0.066013, -2.470146, 0.705473)  0.0587
C (1.631597, 0.658854, -0.584549)  -0.1500
C (0.506792, -1.177906, 0.526844)  -0.2231
C (1.394111, -0.786214, -0.410971)  -0.0935
N (0.733934, 1.581151, -0.688155)  0.1288
O (-1.078695, 0.527030, -1.722072)  0.0605
H (-0.811416, -2.533214, 1.218130)  0.0930
H (0.040617, -3.013292, -0.155340)  0.0998
H (2.689263, 0.963458, -0.511189)  0.1099
H (0.259332, -0.532109, 1.368869)  0.1284
H (1.858334, -1.467954, -1.111587)  0.1075
H (-0.938894, 2.345570, 0.992971)  0.0764
H (-1.917532, 0.862648, 0.919945)  0.0778
H (-2.313642, 2.249685, -0.129886)  0.0869

Atomic forces in eV per Å
C 0.1 0.0 0.4
C -0.5 0.8 -1.9
N -0.6 -0.3 -0.2
C 0.2 0.6 0.4
C 1.0 -0.4 0.0
C -0.9 0.6 0.4
N 0.4 -1.9 0.3
O 0.7 0.4 1.3
H 0.4 -0.1 -0.2
H 0.0 0.1 0.4
H -0.4 0.2 -0.5
H -0.3 0.3 -0.5
H -0.1 -0.1 0.0
H -0.1 -0.1 -0.1
H -0.1 0.1 -0.1
H 0.0 -0.2 0.0

Calculated values
HOMO level: -8.6 eV
Spin multiplicity: 1
Energy: -10341.2754 eV
SMILES: CC(=O)/N=C\C=C\N
E_LUMO: 0.03053 Eh
Frontier orbital gap: 9.476 eV
ΔE to the lowest compared entry with this formula, charge and spin: 140.0 kJ/mol